Below is 11 unconnected molecules or ions with the total composition C71H169N11O17, with properties calculated with wB97M-V/def2-TZVPD.

```
268
Properties=species:S:1:pos:R:3:forces:R:3:lowdin_charge:R:1
C -13.360220 -19.190230 11.851540 0.3 0.5 -0.5 -0.0266
C -12.294320 -19.005210 10.749900 1.8 1.7 0.8 -0.4533
C -12.602880 -17.991160 9.613480 -1.7 -0.5 0.8 -0.0185
C -11.038960 -18.361990 11.496250 1.4 -0.5 -1.0 -0.1156
C -9.709950 -18.540770 10.686970 -1.1 0.1 -0.5 -0.1685
C -9.570310 -20.019040 10.280270 0.9 1.2 0.8 -0.1429
C -10.705410 -20.456190 9.390410 -1.0 -1.7 0.6 -0.5034
C -10.680910 -19.794710 8.016520 -0.2 -0.3 -1.1 -0.0298
C -10.556810 -22.016870 9.250070 0.2 0.7 -0.2 -0.0257
N -11.955000 -20.307600 10.158550 0.7 -0.1 2.0 -0.1209
O -13.100040 -20.955220 9.630840 0.7 0.7 0.0 -0.0112
H -14.356070 -19.081530 11.421940 -0.2 -1.0 0.2 0.0536
H -13.043580 -20.084280 12.388690 -0.9 -0.6 -0.4 0.0854
H -13.360240 -18.467350 12.667340 0.5 0.7 -0.4 0.0822
H -13.363640 -18.453600 8.984600 0.2 -0.1 -0.7 0.0590
H -13.216160 -17.177240 10.000180 0.7 0.5 0.2 0.0744
H -11.734800 -17.684930 9.029750 -0.3 0.1 0.3 0.0732
H -11.125940 -17.288660 11.665070 -0.8 0.1 -0.4 0.1121
H -10.819610 -18.700380 12.508910 -0.5 -0.8 0.0 0.1099
H -9.764290 -17.984060 9.751430 -0.3 0.2 -0.1 0.0795
H -8.908980 -17.997390 11.188260 0.3 -0.8 0.4 0.1076
H -9.513630 -20.604400 11.198010 -0.3 -0.3 -0.1 0.1225
H -8.656250 -20.223070 9.722630 0.2 0.2 0.0 0.1243
H -10.150860 -20.493820 7.369670 0.5 0.5 -0.2 0.0847
H -10.334380 -18.764690 7.932480 0.7 -0.3 0.3 0.0703
H -11.629780 -19.690790 7.490260 -0.6 -0.5 0.5 0.0799
H -9.596320 -22.340620 8.849140 0.0 0.4 -0.8 0.0820
H -11.408940 -22.329030 8.646310 0.3 -0.6 0.1 0.0802
H -10.485860 -22.514040 10.217480 -0.9 0.3 0.2 0.0723
H -13.456530 -20.262350 9.070080 -0.6 -0.1 -0.7 0.0640
C -14.414890 -23.218410 13.044680 -1.7 -1.0 -0.2 0.0013
C -15.218560 -23.806230 14.245000 -1.4 -0.5 -0.5 -0.4132
C -15.986330 -25.170930 13.905940 0.6 0.5 -1.2 -0.0103
C -14.331520 -24.196490 15.442900 0.2 2.4 0.8 -0.1439
C -13.731630 -22.874000 16.062160 -1.9 0.3 -1.2 -0.1255
C -14.942450 -21.911730 16.472310 1.6 -1.9 0.1 -0.1326
C -15.965300 -21.598350 15.383510 -2.1 1.4 -0.2 -0.4328
C -17.305640 -21.184690 16.185140 1.6 -0.4 -1.2 -0.0157
C -15.545030 -20.278480 14.568280 1.0 -1.4 0.4 -0.0237
N -16.293380 -22.789520 14.559570 2.5 -0.7 3.4 -0.1500
O -17.224780 -22.545330 13.583320 -0.2 0.0 -0.6 -0.0045
H -15.116160 -23.462630 12.246760 0.6 -0.4 -0.7 0.0550
H -14.499210 -22.135710 12.951010 0.9 0.1 0.7 0.0633
H -13.435050 -23.675340 12.906010 0.0 0.3 -0.2 0.0875
H -16.490530 -25.177770 12.939590 -0.2 0.6 -0.2 0.0556
H -15.287930 -25.992530 13.746800 0.5 0.0 0.4 0.0626
H -16.752740 -25.529430 14.593090 0.3 0.5 0.6 0.0677
H -14.893670 -24.761010 16.186820 -0.1 0.0 -0.1 0.1010
H -13.466510 -24.771230 15.111960 -0.3 -0.3 -0.3 0.0969
H -13.029840 -23.053200 16.876710 -0.1 0.1 0.0 0.0882
H -13.225670 -22.440050 15.199720 0.5 0.3 0.2 0.0912
H -14.595440 -20.991500 16.942260 0.1 0.2 -0.3 0.1119
H -15.374950 -22.485680 17.291840 -0.7 0.1 0.0 0.1069
H -17.853170 -20.451290 15.593160 -0.2 -0.1 0.2 0.0678
H -16.944190 -20.738410 17.111580 -0.5 0.1 0.1 0.0633
H -17.881290 -22.094830 16.353540 -0.1 0.2 0.3 0.0664
H -15.908400 -19.311700 14.916720 -0.5 -0.3 0.4 0.0691
H -15.755190 -20.344400 13.500770 -0.1 -0.2 0.1 0.0565
H -14.468190 -20.244350 14.733630 0.3 0.3 -0.6 0.0619
H -17.993100 -22.899670 14.036900 -0.7 0.0 -0.8 0.0753
C -12.543340 -26.965700 12.188530 -0.4 0.7 -1.6 -0.0037
C -11.156080 -27.119920 11.503910 2.3 0.5 -0.8 -0.4169
C -10.227650 -25.857530 11.701350 -1.4 1.4 0.9 -0.0224
C -10.363330 -28.211630 12.190300 -3.1 -1.3 2.0 -0.2010
C -9.243740 -28.840090 11.503600 1.3 0.5 0.2 -0.1920
C -9.699200 -29.337570 10.128260 2.2 0.9 0.7 -0.1183
C -10.260340 -28.193570 9.278480 -0.3 -2.5 -0.7 -0.5240
C -9.180340 -27.301340 8.685220 -0.2 0.0 0.9 -0.0121
C -11.048870 -28.956340 8.148490 0.0 0.7 0.8 -0.0148
N -11.266630 -27.552150 10.079410 -1.0 -0.2 2.1 -0.1181
O -12.056190 -26.668250 9.369520 0.2 1.1 -0.7 -0.0154
H -13.201340 -27.795050 11.929070 0.5 -0.7 0.6 0.0700
H -12.577420 -26.666670 13.236160 0.6 -0.6 0.2 0.0823
H -13.155150 -26.189900 11.728170 0.6 0.7 -0.3 0.0475
H -9.138940 -25.902960 11.728730 0.0 -0.9 -0.5 0.0736
H -10.484740 -24.955050 11.146790 -0.2 -0.3 -0.8 0.0641
H -10.451230 -25.470700 12.695570 -0.1 -0.2 0.5 0.0683
H -10.265330 -27.963230 13.247090 0.8 0.5 0.0 0.1322
H -11.047930 -29.047370 12.335140 -0.7 -0.2 -0.2 0.0984
H -8.431730 -28.112940 11.502740 0.3 0.2 -0.9 0.1059
H -8.802830 -29.574160 12.178020 -0.3 -0.7 -0.3 0.1196
H -10.366160 -30.197090 10.195270 0.0 0.1 0.0 0.1108
H -8.753210 -29.587480 9.647900 -0.2 -0.8 -0.4 0.1178
H -8.361230 -27.818900 8.185930 -0.2 -0.3 0.0 0.0866
H -8.773750 -26.858130 9.594250 0.4 0.9 -0.5 0.0685
H -9.650260 -26.623240 7.972850 0.2 0.4 0.3 0.0835
H -10.745500 -29.973270 7.899630 0.8 0.3 -0.1 0.0816
H -11.055330 -28.289180 7.286540 -0.7 -0.4 -0.3 0.0825
H -11.996200 -29.129720 8.658990 -0.6 0.2 -0.7 0.0681
H -12.622980 -27.257070 8.865890 -0.9 0.0 -0.1 0.0551
C -22.579790 -20.370850 10.333600 -1.2 0.6 -2.3 -0.1680
O -21.425270 -20.855020 10.810410 3.4 -1.3 2.5 -0.1976
C -20.712100 -21.880710 10.121520 1.1 -0.1 -0.9 -0.1502
C -19.515820 -22.580570 10.971840 -2.7 1.0 1.4 -0.3566
C -19.037650 -23.985730 10.527850 1.4 2.2 -1.5 -0.0414
N -20.111930 -22.859950 12.249820 -0.3 -1.5 1.6 0.0140
H -22.495210 -20.329160 9.247690 -0.3 0.3 -0.5 0.0829
H -22.713230 -19.340550 10.663430 -0.1 -0.1 0.3 0.0939
H -23.468510 -20.975850 10.513150 -0.2 -0.2 0.5 0.0879
H -21.436030 -22.601340 9.741110 0.0 -0.5 0.1 0.1180
H -20.216720 -21.440010 9.256370 -0.2 0.3 -0.5 0.1110
H -18.799020 -21.798700 11.222780 0.7 -0.3 -0.9 0.1288
H -18.315660 -23.786250 9.735990 -0.2 -0.3 -0.8 0.0612
H -19.843470 -24.616810 10.153050 0.1 0.1 0.3 0.0796
H -18.357950 -24.449800 11.242510 -0.8 0.1 0.6 0.0597
H -20.443080 -22.144450 12.881090 -0.1 0.5 -0.8 0.0843
H -20.853620 -23.498330 11.999890 -0.4 -0.2 1.0 0.0758
C -17.126760 -17.980000 11.609450 -0.1 0.7 0.8 -0.1224
O -17.235460 -17.095720 10.522350 1.3 -0.2 -1.3 -0.1888
C -16.003500 -17.029810 9.769930 -0.7 -0.2 -2.5 -0.1717
C -16.313660 -16.820560 8.165640 -1.2 1.2 1.2 -0.3532
C -16.711790 -15.302650 7.908460 0.3 -1.7 0.5 -0.0649
N -17.465440 -17.624090 7.668580 0.5 0.9 0.6 0.0238
H -18.069940 -17.968280 12.155680 -0.2 -0.3 -0.3 0.0915
H -16.420980 -17.562770 12.327720 0.5 -0.2 0.1 0.0825
H -16.828090 -18.992110 11.336440 -0.1 -0.1 -0.1 0.0810
H -15.311440 -16.273130 10.139500 -0.3 0.4 0.1 0.1103
H -15.412240 -17.944100 9.718970 -0.4 -0.6 0.8 0.0712
H -15.452450 -17.082210 7.550860 0.3 0.0 0.4 0.1157
H -17.495440 -15.045050 8.620930 -0.2 0.0 -0.1 0.0682
H -17.086120 -15.241380 6.886580 0.2 0.4 0.1 0.0680
H -15.886210 -14.628430 8.136380 0.1 -0.1 -0.4 0.0665
H -17.391640 -18.626810 7.764540 0.5 -0.1 0.1 0.0591
H -18.212870 -17.352750 8.291320 -0.5 -0.1 0.0 0.0582
C -17.504710 -17.627960 18.048150 -0.3 -1.5 -0.7 -0.1294
O -18.730970 -17.249670 18.622530 0.2 1.0 -1.7 -0.1866
C -18.630390 -16.160120 19.528270 -0.6 -1.9 0.7 -0.2139
C -20.009550 -15.471520 19.744520 2.3 0.3 2.0 -0.1503
N -19.710440 -14.300060 20.617320 -0.7 0.8 -0.8 -0.0970
C -20.304200 -14.316200 21.946840 -1.1 0.4 -2.1 -0.2058
C -21.866340 -14.233640 21.930900 0.3 0.7 -1.0 -0.1684
O -22.615330 -13.078930 21.398300 0.8 0.0 0.0 -0.1926
C -22.932530 -13.022630 19.986910 -0.1 -0.1 0.3 -0.1063
H -16.843970 -16.860670 17.644680 -0.2 0.5 0.4 0.0900
H -17.732500 -18.273490 17.199920 -0.3 0.1 -0.2 0.0674
H -16.963710 -18.335200 18.676810 0.4 0.4 0.6 0.0836
H -17.752560 -15.526780 19.400200 -0.3 0.5 -0.9 0.1140
H -18.348280 -16.763000 20.391440 -0.2 0.9 1.2 0.1220
H -20.564820 -16.127250 20.415190 -0.3 -0.4 -0.5 0.0997
H -20.597740 -15.296310 18.843730 0.3 0.3 -0.1 0.1113
H -18.752300 -13.988670 20.688690 0.0 -0.4 -0.5 0.0936
H -19.887060 -13.482680 22.511940 0.1 -0.4 0.3 0.1207
H -20.123700 -15.333610 22.293820 0.1 0.0 1.3 0.1086
H -22.041270 -14.289400 23.005320 -1.0 -0.1 -0.2 0.1126
H -22.193680 -15.099320 21.355100 -0.3 -0.3 0.4 0.1022
H -22.073050 -13.242110 19.353500 -0.2 -0.4 0.0 0.0723
H -23.328920 -12.074270 19.624150 0.9 1.0 1.0 0.0737
H -23.868090 -13.518210 19.727630 0.3 -1.5 0.2 0.0755
C -13.124990 -27.012750 16.852260 0.8 0.9 -0.1 -0.1143
O -12.359110 -27.204000 17.997790 1.9 -0.3 2.2 -0.2019
C -11.603430 -26.030500 18.457370 0.2 -1.1 -0.3 -0.1636
C -10.283120 -26.372520 19.232480 0.0 -0.3 -0.3 -0.2252
N -10.288730 -27.311460 20.320360 -0.6 1.1 2.1 -0.0613
C -10.953780 -26.792540 21.602270 -0.3 -2.0 -2.4 -0.1684
C -10.765110 -27.837350 22.685390 0.1 1.9 0.8 -0.2265
O -9.526160 -27.600050 23.364710 0.0 0.7 0.4 -0.1949
C -9.535440 -26.617330 24.468190 -0.3 -2.2 0.1 -0.0756
H -13.446010 -27.926990 16.353030 -0.1 -0.2 0.7 0.0804
H -12.385670 -26.570870 16.184240 -0.7 0.7 -0.9 0.0762
H -13.957080 -26.376670 17.154110 -0.2 0.1 -0.8 0.0813
H -12.248750 -25.369980 19.036470 -0.2 -0.2 0.3 0.1082
H -11.263600 -25.421790 17.619470 -0.1 -0.1 -0.5 0.1020
H -9.858030 -25.435390 19.591890 -0.3 0.3 0.2 0.1037
H -9.453880 -26.748290 18.633100 -0.5 0.0 -1.1 0.1108
H -10.738740 -28.170790 20.039060 -0.1 -0.1 0.0 0.0993
H -12.026140 -26.783370 21.407180 -0.4 0.5 0.0 0.1048
H -10.629580 -25.776970 21.829480 0.3 -0.2 0.2 0.1140
H -10.886050 -28.847130 22.293200 0.9 -0.1 -0.1 0.1212
H -11.640890 -27.753320 23.328860 0.1 0.2 0.8 0.1095
H -8.505350 -26.436260 24.775150 0.0 0.0 -0.5 0.0794
H -9.979090 -27.179410 25.289980 -0.2 0.2 0.4 0.0762
H -10.078320 -25.674160 24.406470 -0.1 0.0 -0.9 0.0773
C -15.574170 -23.288400 8.173030 0.5 0.0 2.9 -0.0455
O -15.397080 -24.723080 8.443900 -0.3 1.1 -2.3 -0.1784
C -14.908790 -25.129500 9.682290 -0.6 -0.3 1.3 -0.2313
C -15.221480 -26.619730 9.927510 0.4 -0.1 -0.8 -0.1892
N -14.864350 -27.486050 8.800820 0.0 -0.8 0.4 -0.0333
C -15.765470 -28.682770 8.652670 0.1 1.3 -0.7 -0.1690
C -15.044220 -29.886440 8.179880 0.9 -1.4 -0.3 -0.2700
O -15.971480 -30.878630 7.812330 -2.4 -0.7 -1.4 -0.2001
C -15.587870 -31.695170 6.684600 3.1 1.1 1.2 -0.0833
H -15.922900 -22.897670 7.217090 -0.1 -1.3 -0.2 0.0891
H -14.718990 -22.673270 8.452990 0.9 -0.5 -0.4 0.0621
H -16.222900 -22.929730 8.972140 -0.9 0.0 -0.2 0.0645
H -15.452230 -24.670750 10.508320 -0.3 0.6 0.1 0.0919
H -13.865250 -24.902280 9.900200 0.3 0.0 -0.7 0.1151
H -16.289370 -26.766730 10.089060 -0.2 0.4 0.5 0.1053
H -14.617430 -26.916780 10.784820 -0.6 0.0 0.2 0.0730
H -14.894850 -26.873270 7.998530 -0.3 -0.4 -0.5 0.1016
H -16.474160 -28.501240 7.844640 -0.4 0.2 0.1 0.1261
H -16.333850 -28.974850 9.535700 0.1 0.6 0.3 0.1165
H -14.463520 -30.403730 8.943620 0.7 0.6 0.3 0.1122
H -14.411850 -29.598030 7.340230 0.3 -0.1 -0.1 0.1191
H -15.252400 -31.110460 5.828040 -1.1 0.4 -0.5 0.0790
H -16.103000 -32.611890 6.397620 -0.7 0.6 0.7 0.0893
H -14.580130 -31.952760 7.010500 0.4 -1.2 -0.1 0.0717
C -7.830930 -23.069560 23.216630 -1.0 -0.2 -0.9 -0.0744
O -9.164950 -22.619240 23.322970 -1.0 -2.2 1.1 -0.2302
C -9.452820 -21.333700 23.680180 -0.3 2.3 -2.1 -0.2399
C -10.954310 -20.979530 23.325320 1.2 0.3 1.8 -0.2169
N -11.254910 -20.557000 22.005810 -0.1 -1.5 -1.0 -0.0630
C -11.069910 -21.622510 21.000760 -0.4 0.2 0.4 -0.1905
C -10.883160 -21.170640 19.564200 -1.1 1.1 1.9 -0.2088
O -9.550920 -20.680670 19.429410 -0.7 -0.6 -0.6 -0.1447
C -8.972840 -21.436410 18.448310 2.6 -2.2 -0.7 -0.1808
H -7.141890 -22.677730 23.964820 0.0 0.2 -0.1 0.0935
H -7.595960 -22.867000 22.171710 1.1 0.3 0.1 0.0886
H -7.910870 -24.154800 23.279680 0.3 0.0 0.3 0.0763
H -8.935660 -20.717900 22.944360 0.6 0.7 0.1 0.1138
H -9.116320 -20.998120 24.661130 -0.2 -0.4 0.5 0.1176
H -11.228500 -20.061790 23.845580 0.0 -0.5 1.1 0.1135
H -11.487920 -21.858250 23.687560 -0.8 0.1 -0.3 0.1170
H -10.931890 -19.608850 21.876280 0.3 -0.4 -0.8 0.1160
H -11.881260 -22.336270 21.143460 -1.0 0.4 -0.5 0.1142
H -10.313610 -22.358320 21.274040 1.1 0.6 -0.1 0.1050
H -11.489970 -20.303610 19.303150 -0.5 0.0 0.3 0.1239
H -11.273630 -21.981220 18.948910 1.0 -0.2 -0.6 0.1095
H -7.886490 -21.368090 18.391150 0.2 1.9 -0.6 0.0893
H -9.456320 -21.511940 17.474320 -0.1 0.7 -0.1 0.0943
H -8.784920 -22.473880 18.724780 -1.4 -1.0 0.6 0.0745
C -12.761340 -31.320290 12.108960 -0.3 1.5 0.0 -0.0763
O -13.641770 -30.535520 12.951200 1.1 -0.5 1.3 -0.2144
C -14.890810 -30.266150 12.370300 -0.9 -0.5 0.5 -0.1870
C -15.739730 -29.080240 13.005320 0.8 1.0 -2.0 -0.1790
N -16.957800 -29.350240 13.732580 0.6 -2.2 1.0 -0.0363
C -16.635290 -30.259780 14.814280 -1.9 -1.2 1.1 -0.2265
C -15.859280 -29.624660 15.955670 0.1 -0.8 0.4 -0.1917
O -16.268110 -28.304530 16.229030 2.6 0.9 -0.6 -0.1818
C -17.511020 -28.111910 16.701520 -2.8 -0.3 1.7 -0.1722
H -12.286420 -30.562400 11.485930 0.5 -0.2 -0.3 0.0559
H -13.236630 -32.007950 11.409450 -0.5 -0.2 0.4 0.0872
H -12.007860 -31.839410 12.701310 -0.3 0.1 0.2 0.0928
H -15.450730 -31.188340 12.525740 -0.6 -0.1 -0.5 0.1138
H -14.629620 -30.179340 11.315630 -1.0 0.7 -0.4 0.0934
H -16.167880 -28.520270 12.173930 0.8 0.3 -0.5 0.0935
H -15.081760 -28.397980 13.543560 0.4 -0.1 0.1 0.1009
H -17.236290 -28.547430 14.278500 0.0 0.8 -0.8 0.0659
H -16.241690 -31.232320 14.518740 0.8 0.4 -0.4 0.1173
H -17.575740 -30.632850 15.219830 -0.5 0.3 0.2 0.1090
H -14.801800 -29.694860 15.700870 0.1 0.8 0.2 0.1112
H -15.991690 -30.172740 16.888500 0.0 -0.5 0.0 0.1268
H -18.271520 -28.419260 15.983700 -0.4 0.5 -0.1 0.0899
H -17.730740 -27.191020 17.241670 0.7 1.4 -1.7 0.0771
H -17.822010 -28.577820 17.636560 0.6 -2.1 0.3 0.0877
C -18.488780 -23.826210 19.898070 0.1 2.0 -0.1 -0.1228
O -19.354770 -23.780580 18.776930 0.4 -2.4 0.2 -0.1885
C -19.997450 -25.070550 18.604310 0.6 1.5 -0.8 -0.2243
C -20.614670 -25.047320 17.227840 0.4 -0.3 2.4 -0.2451
N -19.647790 -25.267310 16.163440 -2.0 -0.2 -0.5 -0.0153
C -20.504710 -25.609470 14.996920 1.0 -0.8 -0.8 -0.1920
C -19.571100 -25.937620 13.820740 -0.4 0.8 -0.3 -0.1999
O -20.303590 -26.214320 12.617450 -1.2 0.3 1.5 -0.1893
C -19.747840 -26.892000 11.538720 1.4 0.2 0.4 -0.1300
H -18.474920 -22.759740 20.122940 -0.2 0.0 1.2 0.0854
H -17.419380 -23.968880 19.742700 0.1 -0.9 -0.8 0.0759
H -18.831530 -24.495170 20.687450 -0.2 0.3 0.1 0.0862
H -20.772340 -25.188630 19.361750 -0.1 0.0 0.2 0.1219
H -19.323070 -25.926560 18.628240 0.5 0.1 0.3 0.1119
H -21.189790 -24.121440 17.236580 -0.3 0.1 -0.7 0.1281
H -21.271790 -25.899220 17.402660 -0.4 -0.1 -1.2 0.1197
H -19.147160 -24.410560 15.975170 0.1 0.2 0.1 0.0980
H -21.219990 -24.845760 14.691590 0.0 0.4 0.1 0.1163
H -21.093030 -26.478530 15.291400 0.1 -0.1 -0.1 0.1153
H -18.847060 -26.670090 14.177600 -0.1 -0.6 -0.5 0.1012
H -19.016900 -25.013590 13.656070 0.4 0.1 -0.3 0.0822
H -18.806930 -26.408200 11.276560 0.3 -0.2 -0.2 0.0500
H -20.393970 -26.777810 10.668330 -0.2 -0.3 0.3 0.0913
H -19.505700 -27.923370 11.795130 -0.3 -0.3 -0.2 0.0890
```
Forces are in eV/Å.

Results
SMILES: CC1(C)CCCC(C)(C)N1O.CC1(C)CCCC(C)(C)N1O.CC1(C)CCCC(C)(C)N1O.COC[C@H](C)N.COC[C@H](C)N.COCCNCCOC.COCCNCCOC.COCCNCCOC.COCCNCCOC.COCCNCCOC.COCCNCCOC
Energy above the lowest of the compared OMol25 structures with the same formula, charge and spin: 12.732 eV
HOMO energy: -7.7290 eV
LUMO: 0.3 eV